{
  "formula": "C3H13NO3",
  "method": "ωB97M-V/def2-TZVPD",
  "species": ["C", "C", "N", "C", "O", "H", "H", "H", "H", "H", "H", "H", "H", "H", "O", "H", "H", "O", "H", "H"],
  "coordinates": [[-1.839, -1.180, 0.431], [-0.846, 0.005, 0.451], [0.455, -0.461, 0.001], [-0.681, 0.464, 1.912], [-1.860, 1.042, 2.467], [-2.701, -0.963, 1.054], [-2.219, -1.279, -0.586], [-1.306, -2.050, 0.799], [-1.167, 0.896, -0.098], [0.743, -0.157, -0.919], [0.594, -1.459, -0.004], [-0.431, -0.467, 2.440], [0.231, 1.043, 2.080], [-2.340, 1.287, 1.714], [2.217, -0.582, -2.340], [2.035, -1.393, -1.864], [1.523, -0.512, -3.007], [2.453, 2.150, -1.777], [3.008, 2.374, -1.039], [2.132, 1.241, -1.715]],
  "forces_ev_per_a": [[-0.2, 1.5, -0.6], [0.2, -0.6, 1.2], [0.7, 0.5, -0.6], [0.6, -1.2, 0.4], [1.6, -0.7, 1.1], [-0.1, -0.2, 0.3], [0.1, -0.6, 0.0], [-0.2, -0.3, -0.1], [-0.1, -0.3, -0.5], [-0.3, 0.4, 0.3], [-0.5, -0.2, 0.4], [-0.4, 0.0, 0.3], [-0.3, 0.6, -0.4], [-1.5, 0.9, -1.4], [-0.1, 0.1, -0.3], [0.1, -0.3, 0.0], [0.1, -0.1, -0.1], [-0.7, 0.4, -0.8], [0.2, -0.3, 0.5], [0.7, 0.1, 0.4]],
  "nbo_charge": [-0.622, -0.077, -0.858, -0.068, -0.704, 0.217, 0.209, 0.203, 0.185, 0.369, 0.350, 0.154, 0.177, 0.454, -0.934, 0.477, 0.480, -0.968, 0.472, 0.484],
  "homo_lumo_gap_ev": 9.85,
  "homo_energy_ev": -9.5,
  "smiles": "C[C@H](N)CO.O.O",
  "de_lowest_kcal_mol": 25.3
}